Here is C8H6Cl2NO4PtSbSe4 as an isolated structure from the OMol25 dataset. Energies are from wB97M-V/def2-TZVPD.

Output
charge	-2
expectation value of S²	2.03
orbital gap (spin up / spin down)	5.67 / 6.02	eV
2S+1	3
maximum force	0.3	eV/Å
energy above the lowest of the compared OMol25 structures with the same formula, charge and spin	0.428	eV
highest occupied orbital energy (spin up / spin down)	-1.28 / -2.02	eV

Structure (XYZ):
```
27
Properties=species:S:1:pos:R:3:forces:R:3
Pt -0.82792 0.43602 -0.12088 -0.2 -0.1 0.0
O 2.91264 1.87282 -0.42386 0.0 -0.1 0.0
C 1.82926 1.10095 -0.23649 0.1 0.0 0.0
O 0.73869 1.69821 0.07027 0.0 0.2 -0.1
C 1.88386 -0.29796 -0.39879 0.0 0.0 0.0
C 2.94750 -1.19024 -0.69724 0.0 0.0 0.0
C 2.66568 -2.51952 -0.87039 -0.1 0.0 0.0
C 1.33739 -3.02551 -0.78972 0.1 0.0 0.0
C 0.33514 -2.11795 -0.51876 0.0 0.0 0.0
N 0.62763 -0.84776 -0.31017 0.0 0.0 0.1
C -1.17290 -2.37505 -0.47365 0.0 0.0 -0.1
O -1.59998 -3.50925 -0.59105 0.0 -0.1 0.0
O -1.91693 -1.31009 -0.33032 0.1 0.0 0.0
H 2.54851 2.74960 -0.65080 0.0 0.1 0.0
H 3.95492 -0.80938 -0.79235 0.0 0.0 0.0
H 3.47649 -3.20194 -1.09612 0.0 0.0 0.0
H 1.09492 -4.06398 -0.95487 0.0 0.0 0.0
Cl -1.07716 -1.62865 3.14054 0.0 0.0 0.0
C -2.55489 -0.80032 2.61349 0.0 -0.1 0.0
Cl -3.88508 -1.05848 3.77693 0.0 0.0 0.0
H -2.84220 -1.21306 1.65288 0.0 0.0 0.0
H -2.35379 0.26261 2.54734 0.0 0.0 0.0
Se 0.46257 3.97839 -2.46537 0.1 -0.1 0.1
Sb -1.43289 4.18834 -0.96754 -0.1 0.0 0.0
Se -2.58171 2.13563 -0.03692 0.1 0.0 -0.1
Se -1.29831 5.95352 0.74821 0.0 0.0 0.0
Se -3.27144 5.59302 -1.82435 0.0 0.0 0.0
```
Positions in Å, forces in eV/Å.

These are the Löwdin partial charges, in e, on atoms 1 to 5:
1. Pt 0.84
2. O 0.08
3. C -0.49
4. O -0.25
5. C -0.19